16
Properties=species:S:1:pos:R:3:lowdin_charge:R:1 method="wB97M-V/def2-TZVPD" total_energy_ev=-7286.65258 de_lowest_kcal_mol=91.5 gap_ev=8.5 multiplicity=1 charge=0 homo_ev=-7.367 smiles="C=CN.C=CN"
C -1.601 -0.725 0.696 -0.06
C -1.915 -0.268 -0.560 -0.29
N -2.901 0.450 -1.192 0.06
H -0.926 -1.427 0.972 -0.03
H -1.592 -0.041 1.542 0.04
H -1.166 -0.525 -1.325 0.07
H -3.646 0.968 -0.766 0.09
H -2.798 0.558 -2.187 0.08
C 1.287 -0.099 -0.607 -0.10
C 1.831 -0.039 0.618 -0.33
N 2.999 0.582 1.074 0.01
H 1.712 0.589 -1.455 0.08
H 0.806 -1.094 -0.948 0.08
H 1.231 -0.794 1.319 0.13
H 3.341 1.564 0.842 0.12
H 3.337 0.301 1.979 0.06

---

14
Properties=species:S:1:pos:R:3:lowdin_charge:R:1 method="wB97M-V/def2-TZVPD" total_energy_ev=-26851.20298 de_lowest_kcal_mol=74.7 gap_ev=9.3 multiplicity=1 charge=0 homo_ev=-8.514
C -2.628 0.553 -0.305 -0.45
C 2.435 -0.814 0.348 -0.26
N 0.930 1.239 0.978 -0.43
N -0.205 -0.621 -0.613 -0.62
S -1.435 -0.476 0.524 0.73
S 1.254 0.471 -0.323 0.79
H -3.617 0.740 0.165 0.04
H -3.106 0.098 -1.263 0.06
H -2.081 1.472 -0.517 0.01
H 1.909 -1.753 0.118 0.02
H 2.439 -0.733 1.444 0.05
H 3.356 -1.031 -0.259 0.06
H 0.927 2.301 0.816 0.02
H -0.178 -1.446 -1.112 -0.01

---

119
Properties=species:S:1:pos:R:3:lowdin_charge:R:1 method="wB97M-V/def2-TZVPD" total_energy_ev=-181236.88310 de_lowest_kcal_mol=88.3 s_squared=3.821 gap_ev="5.7 / 5.1" multiplicity=4 charge=-2 homo_ev="-2.455 / -2.908"
V 14.749 13.293 13.991 1.12
Cl 7.626 13.358 20.426 0.63
C 8.843 13.578 19.200 -0.69
C 9.040 12.535 18.361 -0.14
C 10.002 12.604 17.382 -0.03
C 10.810 13.735 17.209 -0.16
C 10.465 14.840 17.997 -0.04
C 9.526 14.758 19.023 -0.09
C 11.947 13.729 16.249 -0.08
C 13.196 14.160 16.577 -0.23
C 13.462 15.048 17.757 0.04
C 14.735 15.459 17.642 0.06
C 15.263 14.897 16.384 -0.39
C 17.311 15.009 15.734 -0.30
C 18.329 15.887 16.405 -0.14
C 18.525 15.674 17.754 -0.01
C 19.445 16.431 18.461 -0.10
C 20.136 17.426 17.735 -0.68
Cl 21.436 18.214 18.559 0.63
C 19.934 17.638 16.371 -0.10
C 18.997 16.876 15.687 0.00
C 17.855 14.068 14.645 -0.24
N 16.955 13.230 14.044 0.07
C 17.792 12.380 13.397 -0.25
C 17.279 11.303 12.539 -0.07
C 18.351 10.572 11.798 -0.20
C 18.582 9.221 12.107 -0.04
C 19.520 8.538 11.386 -0.13
C 20.280 9.160 10.359 -0.66
Cl 21.582 8.196 9.683 0.61
C 19.993 10.457 9.983 -0.07
C 19.113 11.189 10.811 -0.01
C 16.035 11.041 12.237 -0.21
C 15.635 10.330 11.067 0.00
C 14.430 10.638 10.707 0.00
C 13.942 11.551 11.690 -0.23
N 14.885 11.805 12.618 0.03
C 12.582 11.895 11.670 -0.07
C 11.933 12.462 12.877 -0.20
C 10.524 12.502 13.116 -0.03
C 10.402 12.950 14.389 -0.07
C 11.679 13.114 14.928 -0.24
N 12.645 12.789 14.026 0.05
C 11.828 11.646 10.490 -0.23
C 10.716 10.841 10.452 -0.03
C 9.990 10.732 9.280 -0.11
C 10.310 11.483 8.154 -0.72
Cl 9.286 11.426 6.799 0.67
C 11.540 12.150 8.103 -0.07
C 12.273 12.262 9.297 0.00
C 19.170 12.725 13.491 0.02
C 19.165 13.917 14.369 0.00
N 14.292 14.064 15.814 0.02
H 8.479 11.655 18.515 0.09
H 10.150 11.770 16.701 0.12
H 10.998 15.791 17.800 0.10
H 9.261 15.567 19.666 0.09
H 12.829 15.206 18.588 0.09
H 15.236 16.098 18.347 0.12
H 17.981 14.938 18.322 0.12
H 19.732 16.331 19.488 0.09
H 20.462 18.436 15.882 0.10
H 18.875 17.070 14.650 0.12
H 18.031 8.734 12.902 0.12
H 19.855 7.521 11.604 0.09
H 20.532 11.016 9.170 0.13
H 18.932 12.173 10.428 0.12
H 16.409 9.687 10.719 0.11
H 13.903 10.299 9.869 0.11
H 9.635 12.179 12.597 0.10
H 9.432 13.156 14.829 0.11
H 10.407 10.410 11.375 0.11
H 9.029 10.194 9.177 0.10
H 11.892 12.600 7.216 0.09
H 13.109 12.939 9.262 0.13
H 20.084 12.342 13.056 0.09
H 20.037 14.417 14.643 0.08
O 20.228 15.358 7.063 -0.56
Cl 18.822 14.853 7.065 0.73
O 18.257 14.949 5.687 -0.56
O 14.541 14.948 12.978 -0.40
O 18.839 13.437 7.575 -0.57
O 16.549 14.184 16.626 -0.01
C 16.031 15.746 15.322 -0.20
N 15.911 16.478 14.338 0.08
P 14.524 16.496 13.138 0.72
C 15.647 17.333 11.948 -0.28
C 16.223 18.612 12.016 -0.10
C 17.075 19.039 11.015 -0.11
C 17.303 18.234 9.915 -0.09
C 16.667 17.008 9.802 -0.06
C 15.859 16.566 10.823 -0.08
C 13.471 17.358 14.381 -0.23
C 13.922 18.453 15.108 -0.08
C 13.082 19.070 16.029 -0.09
C 11.855 18.520 16.328 -0.10
C 11.346 17.432 15.604 -0.09
C 12.151 16.842 14.641 -0.04
C 13.091 16.875 11.876 -0.24
C 13.025 18.185 11.462 -0.12
C 12.000 18.693 10.730 -0.11
C 11.011 17.856 10.305 -0.12
C 11.030 16.467 10.603 -0.07
C 12.086 15.985 11.408 -0.06
H 16.028 19.291 12.823 0.09
H 17.455 20.080 11.147 0.11
H 17.986 18.541 9.119 0.11
H 16.744 16.375 8.963 0.08
H 15.367 15.576 10.798 0.12
H 14.965 18.685 14.987 0.09
H 13.460 19.946 16.559 0.10
H 11.280 18.882 17.105 0.07
H 10.378 17.008 15.827 0.10
H 11.770 15.976 14.034 0.12
H 13.756 18.875 11.806 0.09
H 12.046 19.708 10.350 0.10
H 10.227 18.207 9.611 0.09
H 10.230 15.784 10.268 0.10
H 12.072 14.951 11.687 0.07

---

199
Properties=species:S:1:pos:R:3:lowdin_charge:R:1 method="wB97M-V/def2-TZVPD" total_energy_ev=-250315.04163 de_lowest_kcal_mol=137.3 gap_ev=3.3 multiplicity=1 charge=+1 homo_ev=-10.308
C -1.691 3.548 -1.578 0.05
C -1.572 3.499 -3.081 -0.30
O -1.143 2.523 -3.688 0.14
N -2.080 4.813 -3.812 0.11
H -3.076 4.916 -3.678 0.16
H -1.644 5.659 -3.473 0.17
C -1.992 4.714 -5.357 0.04
H -0.932 4.282 -1.307 0.10
H -1.312 2.560 -1.319 0.09
H -2.670 3.791 -1.163 0.09
H -2.718 5.490 -5.599 0.10
H -2.348 3.731 -5.667 0.11
H -0.984 4.999 -5.657 0.09
C -2.824 -3.830 4.834 0.02
C -2.934 -4.051 3.326 -0.37
C -2.039 -5.206 2.820 -0.14
C -2.450 -6.564 3.207 -0.18
C -3.900 -6.833 2.750 -0.13
C -4.954 -5.863 3.292 -0.42
N -4.443 -4.403 3.068 0.18
O -5.328 -3.362 2.745 0.12
C -5.296 -6.205 4.782 0.03
C -6.126 -6.059 2.354 -0.04
C -2.588 -2.742 2.559 0.00
H -3.332 -4.669 5.310 0.06
H -3.349 -3.052 5.387 0.11
H -1.802 -3.832 5.213 0.11
H -1.087 -4.990 3.305 0.12
H -1.845 -5.125 1.750 0.13
H -2.287 -6.815 4.255 0.12
H -1.784 -7.232 2.661 0.13
H -4.054 -7.884 2.994 0.14
H -3.842 -6.882 1.663 0.13
H -5.971 -7.037 4.586 0.10
H -5.900 -5.432 5.257 0.10
H -4.409 -6.446 5.369 0.09
H -6.444 -7.101 2.325 0.11
H -5.902 -5.750 1.333 0.08
H -7.004 -5.530 2.724 0.10
H -2.495 -2.799 1.474 0.07
H -1.637 -2.314 2.876 0.09
H -3.316 -1.981 2.840 0.07
C -6.579 0.370 -2.634 0.02
C -6.786 0.848 -1.104 -0.37
C -7.381 -0.312 -0.254 -0.12
C -7.079 -0.377 1.238 -0.16
C -5.571 -0.344 1.528 -0.14
C -4.883 0.912 0.887 -0.41
N -5.340 1.113 -0.523 0.18
O -4.613 2.124 -1.245 0.10
C -3.365 0.676 0.966 0.01
C -5.446 2.105 1.703 0.04
C -7.603 2.122 -0.976 -0.02
H -7.537 -0.049 -2.944 0.10
H -5.745 -0.278 -2.902 0.07
H -6.554 1.272 -3.246 0.08
H -6.938 -1.230 -0.641 0.11
H -8.458 -0.402 -0.396 0.14
H -7.575 -1.272 1.613 0.12
H -7.575 0.345 1.887 0.11
H -5.071 -1.224 1.123 0.09
H -5.331 -0.471 2.584 0.13
H -3.020 0.368 1.952 0.11
H -2.692 1.475 0.654 0.08
H -3.039 -0.116 0.292 0.07
H -4.914 3.038 1.516 0.11
H -5.429 1.830 2.757 0.12
H -6.470 2.279 1.373 0.07
H -8.060 2.250 0.006 0.09
H -8.468 2.174 -1.637 0.11
H -7.037 3.051 -1.044 0.09
C 4.187 4.491 -0.453 0.03
C 3.448 5.305 -1.602 -0.35
C 4.147 6.689 -1.840 -0.12
C 3.743 7.421 -3.112 -0.17
C 3.913 6.588 -4.391 -0.12
C 3.199 5.248 -4.325 -0.43
N 3.437 4.550 -2.944 0.17
O 2.979 3.251 -2.906 0.15
C 3.719 4.294 -5.409 -0.01
C 1.688 5.437 -4.573 -0.02
C 1.995 5.579 -1.101 -0.01
H 4.984 3.873 -0.865 0.09
H 3.497 3.804 0.038 0.06
H 4.599 5.161 0.302 0.11
H 5.231 6.574 -1.850 0.13
H 4.052 7.235 -0.901 0.13
H 4.327 8.341 -3.132 0.12
H 2.711 7.763 -3.034 0.10
H 4.973 6.335 -4.381 0.13
H 3.668 7.162 -5.285 0.14
H 3.130 3.379 -5.465 0.09
H 4.682 3.885 -5.102 0.06
H 3.743 4.834 -6.356 0.11
H 1.335 6.212 -3.893 0.07
H 1.051 4.556 -4.491 0.07
H 1.640 5.856 -5.579 0.10
H 1.461 4.636 -0.982 0.08
H 1.403 6.238 -1.735 0.06
H 1.886 6.125 -0.165 0.09
C 5.252 -3.534 -3.953 -0.08
C 4.089 -2.775 -3.281 -0.22
C 2.769 -2.775 -4.109 -0.09
N 1.613 -2.019 -3.398 -0.18
C 1.296 -2.515 -1.971 0.02
C 0.279 -2.203 -4.286 -0.05
C -0.076 -0.781 -4.549 -0.16
C 0.633 0.216 -3.629 -0.15
C 1.934 -0.506 -3.330 -0.08
H 5.390 -4.452 -3.381 0.07
H 6.211 -3.047 -3.773 0.08
H 5.109 -3.683 -5.023 0.08
H 4.384 -1.762 -3.006 0.09
H 4.005 -3.239 -2.299 0.10
H 2.563 -3.828 -4.301 0.13
H 2.803 -2.310 -5.094 0.13
H 2.228 -2.395 -1.418 0.06
H 1.000 -3.564 -1.971 0.12
H 0.660 -1.794 -1.457 0.06
H -0.500 -2.766 -3.773 0.10
H 0.492 -2.806 -5.168 0.13
H -1.149 -0.598 -4.499 0.11
H 0.171 -0.535 -5.582 0.12
H 0.133 0.430 -2.684 0.09
H 0.717 1.132 -4.213 0.10
H 2.489 -0.312 -2.412 0.10
H 2.577 -0.252 -4.172 0.13
C 6.874 0.029 2.191 -0.08
C 6.263 -1.392 2.389 -0.20
C 4.768 -1.214 2.843 -0.08
N 4.040 -2.503 3.309 -0.23
C 4.823 -3.367 4.303 0.04
C 2.628 -2.306 3.897 -0.07
C 1.692 -3.563 3.585 -0.13
C 2.470 -4.320 2.484 -0.13
C 3.594 -3.288 2.042 -0.08
H 6.249 0.556 1.471 0.06
H 7.873 0.045 1.756 0.08
H 7.028 0.609 3.100 0.08
H 6.921 -1.871 3.114 0.10
H 6.231 -2.082 1.546 0.10
H 4.090 -0.649 2.203 0.10
H 4.959 -0.657 3.760 0.13
H 5.053 -2.747 5.170 0.12
H 5.696 -3.686 3.734 0.10
H 4.286 -4.233 4.690 0.11
H 2.919 -2.119 4.931 0.12
H 2.177 -1.381 3.538 0.12
H 1.714 -4.188 4.477 0.11
H 0.676 -3.330 3.265 0.09
H 2.810 -5.280 2.873 0.10
H 1.817 -4.577 1.649 0.10
H 4.436 -3.779 1.555 0.12
H 3.304 -2.601 1.247 0.10
N 0.046 4.894 3.575 -0.21
S -0.773 6.006 2.538 0.61
O -2.062 5.674 1.991 -0.31
O 0.027 7.058 1.900 -0.30
F -1.285 6.921 3.819 -0.24
S 0.669 4.226 2.444 0.37
O 1.865 4.829 1.886 -0.30
O -0.103 3.421 1.506 -0.32
F 1.263 3.034 3.429 -0.22
N -4.383 -2.192 -1.375 -0.24
S -4.518 -3.845 -1.194 0.55
O -3.529 -4.516 -0.381 -0.28
O -5.106 -4.660 -2.262 -0.25
F -5.675 -3.712 -0.107 -0.21
S -3.129 -2.348 -2.099 0.39
O -3.047 -2.985 -3.397 -0.26
O -1.874 -2.394 -1.274 -0.32
F -3.107 -0.789 -2.516 -0.23
N 6.293 1.820 -4.822 -0.25
S 7.148 2.897 -3.781 0.61
O 8.183 2.529 -2.861 -0.24
O 6.372 4.071 -3.380 -0.32
F 8.068 3.495 -4.998 -0.21
S 6.089 0.785 -3.794 0.42
O 5.013 1.055 -2.885 -0.30
O 7.286 -0.058 -3.408 -0.31
F 5.398 -0.233 -4.890 -0.24
N 2.163 -0.550 0.278 -0.23
S 0.586 -0.080 0.827 0.60
O -0.305 0.628 -0.104 -0.29
O 0.503 0.268 2.261 -0.26
F -0.005 -1.539 0.821 -0.19
S 2.624 0.843 0.246 0.33
O 2.903 1.512 1.465 -0.24
O 2.296 1.614 -0.899 -0.28
F 4.203 0.457 -0.170 -0.24
N 0.645 -0.083 7.438 -0.22
S -0.158 -0.956 6.510 0.41
O -1.616 -0.932 6.621 -0.31
O 0.397 -2.217 5.986 -0.35
F 0.160 -0.095 5.161 -0.23
S 0.262 -1.150 8.768 0.62
O 0.837 -2.482 8.755 -0.29
O -1.041 -0.924 9.403 -0.30
F 1.194 -0.375 9.896 -0.23

---

16
Properties=species:S:1:pos:R:3:lowdin_charge:R:1 method="wB97M-V/def2-TZVPD" total_energy_ev=-15646.36297 de_lowest_kcal_mol=134.5 s_squared=2.008 gap_ev="5.7 / 7.5" multiplicity=3 charge=0 homo_ev="-4.682 / -8.908"
C -0.121 -0.477 0.515 -0.39
C -1.202 -1.596 -0.158 -0.13
C -0.487 -1.642 1.282 -0.12
C -0.343 0.872 0.007 -0.29
C 0.749 0.032 -0.713 -0.26
C 0.209 2.124 0.607 -0.05
P 0.018 -1.380 -1.500 0.75
H 0.364 -2.308 1.509 0.10
H -1.374 -1.561 1.998 0.12
H -1.165 1.159 -0.544 0.11
H 1.696 0.330 -0.465 0.07
H -0.113 3.014 0.146 0.06
H 1.259 2.039 0.551 0.06
H -0.080 2.319 1.668 0.10
H 1.180 -1.913 -2.085 -0.11
H -0.590 -1.012 -2.817 -0.01

---

64
Properties=species:S:1:pos:R:3:lowdin_charge:R:1 method="wB97M-V/def2-TZVPD" total_energy_ev=-258009.63739 de_lowest_kcal_mol=25.0 gap_ev="5.7 / 5.4" multiplicity=1 charge=+2 homo_ev="-13.170 / -13.165"
W 0.147 -0.343 -0.085 1.73
O 1.719 4.061 -2.478 0.10
C 1.098 3.422 -3.463 -0.25
C 1.452 3.746 -4.776 0.02
C 0.823 3.147 -5.842 -0.03
C -0.196 2.213 -5.634 -0.06
C -0.511 1.824 -4.359 -0.01
C 0.143 2.394 -3.249 -0.08
C -0.036 1.830 -1.940 -0.36
O -0.495 0.613 -1.780 -0.25
N 0.362 2.472 -0.846 0.08
N 0.250 1.668 0.240 -0.17
C 0.277 2.212 1.452 -0.02
C -0.035 1.318 2.502 -0.24
C -0.028 1.673 3.863 0.03
C -0.450 0.764 4.802 0.00
C -0.883 -0.495 4.370 0.01
C -0.845 -0.796 3.026 -0.08
N -0.421 0.067 2.081 -0.01
H 1.349 3.817 -1.609 0.08
H 2.216 4.493 -4.916 0.13
H 1.105 3.417 -6.847 0.12
H -0.728 1.805 -6.478 0.11
H -1.279 1.088 -4.178 0.12
H 0.453 3.270 1.590 0.16
H 0.323 2.655 4.138 0.13
H -0.455 1.023 5.849 0.13
H -1.230 -1.230 5.078 0.13
H -1.194 -1.765 2.680 0.13
O -6.140 -1.188 -1.034 0.16
C -4.888 -0.970 -0.724 -0.28
C -4.444 -0.053 0.248 0.04
C -3.095 0.108 0.466 -0.09
N -2.142 -0.571 -0.200 -0.09
C -2.579 -1.442 -1.125 -0.64
Br -1.195 -2.302 -2.105 0.97
C -3.896 -1.690 -1.419 0.01
H -6.786 -0.648 -0.552 0.15
H -5.147 0.540 0.813 0.13
H -2.750 0.817 1.211 0.12
H -4.187 -2.407 -2.172 0.14
C 3.258 1.449 0.977 -0.01
C 3.006 0.150 1.667 -0.27
C 3.915 -0.272 2.657 0.02
C 3.832 -1.521 3.211 0.02
C 2.840 -2.411 2.752 -0.17
C 2.705 -3.768 3.145 -0.59
Br 3.915 -4.508 4.400 0.86
C 1.713 -4.564 2.612 -0.12
C 0.781 -4.022 1.725 -0.57
Br -0.642 -5.033 0.991 0.85
C 0.841 -2.687 1.343 -0.39
O -0.068 -2.117 0.554 -0.39
C 1.902 -1.885 1.826 -0.14
N 1.971 -0.610 1.311 0.02
H 4.288 1.467 0.618 0.11
H 3.159 2.282 1.671 0.10
H 2.600 1.592 0.120 0.05
H 4.693 0.410 2.962 0.13
H 4.541 -1.840 3.958 0.10
H 1.646 -5.606 2.888 0.11
C 1.769 -0.738 -1.276 -0.03
H 2.845 -0.577 -1.153 0.03
H 1.650 -1.359 -2.175 0.02